Entry 1:
C30H32N6O3S in the gas phase at a distorted geometry. Source: OMol25; level of theory: wB97M-V/def2-TZVPD.

Summary:
Kohn-Sham gap (hartree): 0.2854
Charge: 0
ΔE to the lowest compared entry with this formula, charge and spin (kJ/mol): 81.7
HOMO energy (eV): -7.51

Geometry as XYZ:
```
72
Properties=species:S:1:pos:R:3:forces:R:3
C 1.212133 3.925466 -0.665085 -0.016 -0.069 0.012
C 1.422111 2.960078 -1.793013 0.012 0.024 0.012
C 2.697763 2.591986 -2.199668 -0.126 -0.049 -0.005
C 2.879596 1.684888 -3.226621 -0.134 0.133 -0.044
C 1.783665 1.109922 -3.861393 0.134 0.741 0.564
N 1.995651 0.173121 -4.868041 0.380 -0.666 -0.251
S 3.354811 -0.798761 -4.958806 -0.395 -0.239 -0.123
O 4.479750 -0.037184 -5.405366 -0.009 0.144 0.323
O 2.933031 -1.920690 -5.742328 -0.159 -0.047 0.107
C 3.667638 -1.297484 -3.261587 -0.045 0.222 -0.559
C 4.974569 -1.552819 -2.894180 0.095 0.034 -0.095
C 5.250904 -1.927155 -1.588028 -0.061 -0.003 -0.039
C 4.227883 -1.991095 -0.658269 -0.136 0.019 0.017
C 2.918494 -1.694944 -1.026011 0.131 -0.114 -0.288
C 1.850999 -1.710973 0.022623 -0.093 0.026 0.067
O 1.816035 -2.513949 0.929906 0.131 -0.059 0.041
N 0.947838 -0.702983 -0.135843 0.093 0.719 -0.705
N -0.075869 -0.557712 0.736584 -0.464 -0.224 0.228
C -0.763636 0.516921 0.702538 0.664 -0.218 -0.568
C -1.882947 0.771621 1.542721 -0.647 0.082 0.521
C -2.930605 1.667605 1.172568 0.077 -0.378 0.475
C -2.978799 2.561757 -0.014591 -0.040 -0.049 0.088
N -3.924619 1.611902 2.016681 -0.481 0.617 -0.556
N -3.581554 0.705663 2.969689 0.747 -0.100 -0.179
C -4.608967 0.248880 3.809483 -0.627 -0.302 0.307
C -5.441094 1.176384 4.426146 0.174 -0.036 -0.057
C -6.486146 0.739720 5.217839 -0.002 -0.001 0.006
C -6.710328 -0.616422 5.392993 -0.064 -0.067 0.041
C -5.900045 -1.538600 4.752187 -0.043 -0.033 0.060
C -4.856035 -1.113324 3.950903 0.026 0.243 -0.147
C -2.332841 0.190547 2.750517 0.160 0.360 -0.152
N -1.686271 -0.564144 3.664177 -0.164 -0.221 -0.106
C -2.099998 -0.639404 5.057599 -0.227 -0.092 0.593
C -0.804635 -0.846391 5.841491 -0.045 -0.061 -0.121
C 0.068841 -1.586840 4.835330 -0.088 0.235 -0.013
C -0.270433 -0.873198 3.534882 0.513 -0.374 -0.183
C 2.634882 -1.383376 -2.352318 -0.092 -0.187 0.290
C 0.486200 1.470258 -3.471996 0.077 -0.199 -0.151
C -0.716048 0.871465 -4.143030 0.151 0.042 0.024
C 0.335603 2.395853 -2.451087 0.236 0.009 -0.001
H 0.351686 4.563289 -0.856851 -0.039 0.083 0.041
H 2.089041 4.552099 -0.525378 0.029 0.084 0.057
H 1.030826 3.386938 0.266957 -0.018 0.042 0.098
H 3.560547 3.024584 -1.715716 0.104 0.060 0.051
H 3.869690 1.421966 -3.561759 0.156 0.089 0.040
H 1.181091 -0.272381 -5.256985 0.008 -0.217 -0.089
H 5.750609 -1.451728 -3.635851 0.175 0.003 -0.014
H 6.264228 -2.153898 -1.294528 0.085 -0.004 0.015
H 4.424314 -2.262763 0.367878 0.018 -0.026 0.091
H 1.107380 0.024940 -0.837216 0.053 -0.212 0.217
H -0.557637 1.282176 -0.057359 0.070 -0.014 0.025
H -2.947217 1.975273 -0.932196 0.014 0.025 -0.118
H -3.903370 3.131234 0.009326 -0.031 0.057 -0.042
H -2.134035 3.249965 -0.009969 0.045 0.083 -0.078
H -5.260169 2.227584 4.266338 0.027 0.093 -0.012
H -7.128901 1.460301 5.700868 -0.046 0.068 0.035
H -7.525140 -0.954210 6.015289 -0.072 -0.030 0.051
H -6.090025 -2.595795 4.864300 -0.010 -0.083 0.005
H -4.246529 -1.825236 3.414231 0.094 -0.056 -0.033
H -2.629348 0.267597 5.363174 0.011 -0.096 -0.025
H -2.773314 -1.491249 5.208996 0.045 0.166 0.084
H -0.969957 -1.402632 6.761556 -0.035 0.039 0.060
H -0.355187 0.115853 6.090941 0.011 0.029 0.022
H 1.129628 -1.533578 5.065884 0.054 -0.044 -0.026
H -0.225493 -2.634366 4.776733 0.013 -0.075 -0.021
H 0.307640 0.055755 3.443367 0.016 0.005 -0.025
H -0.082191 -1.474853 2.645655 0.061 0.122 0.275
H 1.617478 -1.222615 -2.673255 -0.127 0.078 0.023
H -1.629313 1.276393 -3.714321 -0.055 -0.025 -0.021
H -0.712978 1.093626 -5.209859 -0.087 -0.030 -0.120
H -0.736923 -0.213092 -4.020891 -0.067 -0.100 -0.027
H -0.664514 2.691089 -2.164728 -0.144 0.024 0.029
```
Positions in Å, forces in eV/Å.

---

Entry 2:
A molecular structure, C30H33CrN7SSi at a distorted geometry. Source: OMol25; level of theory: wB97M-V/def2-TZVPD.

Summary:
Kohn-Sham gap (alpha / beta) (hartree): 0.2304 / 0.1969
Charge: 0
ΔE to the lowest compared entry with this formula, charge and spin (kJ/mol): 451.4
2S+1: 5
HOMO energy (alpha / beta) (eV): -6.21 / -6.25
⟨S²⟩: 6.10

Geometry as XYZ:
```
73
Properties=species:S:1:pos:R:3:forces:R:3
Cr -0.117040 0.193224 0.337711 1.020 0.412 -0.426
C -3.123239 1.979176 -3.297232 1.064 -0.909 0.393
C -3.178545 1.611981 -1.880254 0.720 0.834 0.263
N -2.298552 1.424885 -0.895346 -0.756 1.011 -0.893
C -0.522870 0.675530 -2.453661 -1.598 0.423 -1.025
C -0.754122 1.437359 -3.744311 0.792 -1.218 0.282
C -1.987507 1.866373 -4.146498 -3.220 1.590 1.191
C 0.275123 1.476993 -4.703596 1.179 0.652 0.271
C 1.508255 0.932462 -4.494252 -0.857 0.196 -1.697
C 1.743178 0.221892 -3.338426 -0.539 -0.499 1.460
C 0.820205 0.105192 -2.383554 -0.846 -0.293 1.632
N 0.974557 -0.507178 -1.126770 -0.152 0.053 1.349
C 1.244271 -1.844234 -0.917654 0.374 0.297 -0.202
C 1.404592 -2.716746 -1.978448 0.148 -1.628 0.312
C 1.620271 -4.093838 -1.718979 0.243 2.493 0.542
C 1.809023 -4.445660 -0.427104 0.045 -2.511 1.968
C 1.632096 -3.622182 0.724292 0.519 0.874 -0.838
C 1.902305 -4.191951 2.013111 -0.909 -0.419 -0.442
C 1.668263 -3.688119 3.292210 0.183 0.959 0.271
C 1.158733 -2.464812 3.663555 0.884 -1.310 -0.966
N 1.151691 -1.223137 1.369907 0.666 1.988 0.137
C 1.364981 -2.283577 0.439805 -0.690 -0.623 -0.579
H -4.055677 2.317004 -3.749628 0.137 -0.270 0.254
H -4.210386 1.519404 -1.485955 0.637 0.125 -0.114
H -2.215847 2.301096 -5.149861 0.854 -0.653 0.653
H 0.076080 2.160018 -5.516293 0.081 -0.375 -0.557
H 2.227119 0.811550 -5.264509 0.568 0.598 -0.719
H 2.638479 -0.276219 -3.112528 1.418 -0.417 -0.094
H 1.395390 -2.375447 -2.992296 -0.232 0.308 -0.303
H 1.769601 -4.763074 -2.513433 0.098 -0.871 -0.849
H 2.078781 -5.492180 -0.143985 -0.265 0.772 -0.605
H 2.087659 -5.256474 1.944119 0.442 -0.014 0.192
H 2.045717 -4.276866 4.114061 -0.308 -0.410 0.111
H 1.121946 -2.216264 4.695536 -0.020 -0.224 0.833
C -0.774278 3.897858 -1.679114 -1.407 -0.268 1.106
C -0.133046 2.692489 -0.976451 -2.099 0.499 -1.277
N -0.858599 1.423790 -1.161444 -0.226 -0.693 0.309
N -1.623937 -0.507868 -2.466378 1.630 0.021 0.186
C -2.050043 -1.463403 -1.668459 0.065 1.201 0.814
N -2.876005 -2.401511 -2.170167 0.192 0.471 0.832
S -1.843509 -1.451604 0.049953 0.139 -0.469 -0.395
C 0.778567 2.855080 0.000107 0.942 -0.369 1.835
C 1.391955 4.177506 0.233040 0.300 -2.211 0.594
C 2.453616 4.248366 1.050639 0.955 0.575 0.621
C 2.971219 3.118325 1.732193 0.190 -1.369 0.488
C 2.254462 1.974771 1.704952 -1.113 -0.657 -0.938
N 1.129331 1.805898 0.939983 -0.784 0.350 -1.513
H -1.367775 3.627111 -2.553359 0.397 -0.197 0.067
H -0.017517 4.590367 -1.994232 0.172 0.523 -0.120
H -1.575255 4.411367 -1.010596 1.524 -0.571 -0.748
H -2.000219 -0.467980 -3.380167 -0.543 -0.314 -1.044
H -2.812267 -2.630790 -3.124154 -0.135 -0.365 -1.056
H -3.275492 -3.040201 -1.513062 -0.033 -0.342 -0.021
H 0.999689 4.983125 -0.294428 -0.432 1.354 -0.542
H 2.979581 5.160097 1.314555 -0.301 0.350 -0.545
H 3.899548 2.991579 2.278478 -0.032 1.005 0.031
H 2.552485 1.112397 2.313058 -0.068 0.231 -0.212
C -2.063064 -2.007363 3.668002 0.276 0.439 0.080
Si -0.836187 -0.607815 3.491016 -0.097 1.272 0.653
C -0.353700 0.017183 5.248765 -0.621 0.173 -1.140
C -1.541389 0.970077 2.566542 -0.028 -0.122 -0.777
C 0.856948 -1.283853 2.865401 1.099 1.519 -0.720
H -1.636987 -2.874428 4.164685 0.080 0.099 0.406
H -2.428526 -2.385318 2.746011 -0.225 -0.219 -1.163
H -2.941405 -1.634538 4.176370 -0.205 -0.004 0.489
H -1.258884 0.265970 5.801346 -0.070 -0.241 0.177
H 0.220880 0.945980 5.218682 0.209 -0.186 -0.134
H 0.198791 -0.767398 5.741272 0.119 -0.046 0.497
H -1.735478 0.879977 1.442439 -0.508 0.035 1.206
H -0.931827 1.882673 2.615398 0.261 -0.442 0.392
H -2.525407 1.286339 3.005232 0.631 -0.668 -0.489
H 1.924415 -0.526401 1.105713 -1.020 -1.026 1.119
H 1.594743 -0.564032 3.358415 -0.911 -0.279 -0.872
```
Positions in Å, forces in eV/Å.

---

Entry 3:
A molecular structure, C30H33F4MoN4O3S2. Source: OMol25; level of theory: wB97M-V/def2-TZVPD.

Summary:
Kohn-Sham gap (alpha / beta) (hartree): 0.2050 / 0.2038
Charge: +3
HOMO energy (alpha / beta) (eV): -16.01 / -16.01

Geometry as XYZ:
```
77
Properties=species:S:1:pos:R:3:forces:R:3
Mo -0.732904 0.036229 1.825459 0.372 0.054 -0.320
C -3.233609 3.697768 1.470651 -0.013 0.004 0.000
C -1.987532 2.836556 1.546082 -0.045 0.000 -0.011
N -2.275435 1.363630 1.339673 0.031 0.035 -0.025
C -2.992108 0.764015 2.489236 -0.088 -0.012 0.131
C -4.414058 0.275185 2.304926 -0.044 0.022 -0.054
C -2.811662 1.117913 -0.032157 0.056 -0.042 0.018
C -2.640782 -0.337272 -0.454129 0.009 0.029 0.054
N -1.606516 -0.966312 0.390448 0.066 0.078 0.097
C -1.338447 -2.341679 0.189253 -0.059 0.092 -0.004
C -0.431305 -2.917533 1.066859 0.043 0.132 0.068
F 0.079510 -2.043429 2.022266 -0.006 0.004 0.068
C -0.044492 -4.229440 1.053713 0.069 -0.105 0.040
F 0.836655 -4.662866 1.937031 -0.016 0.002 -0.010
C -0.599989 -5.065856 0.100033 -0.007 -0.051 -0.026
C -1.509216 -4.536466 -0.794071 0.026 -0.093 -0.002
F -2.055988 -5.301934 -1.713235 0.007 0.003 -0.003
C -1.880644 -3.194660 -0.767982 -0.100 0.077 -0.099
F -2.753000 -2.761080 -1.668846 0.002 0.008 0.001
H -2.947146 4.731947 1.660299 -0.003 -0.006 0.006
H -3.706407 3.667962 0.490046 0.005 0.005 0.008
H -3.965958 3.422666 2.231137 0.005 0.002 -0.013
H -1.257666 3.116028 0.785564 0.007 -0.021 -0.018
H -1.512796 2.931636 2.520894 0.013 -0.019 0.017
H -2.414531 -0.175429 2.855747 -0.034 -0.024 0.052
H -2.904487 1.442666 3.336025 -0.023 0.042 -0.002
H -4.502588 -0.497356 1.544907 0.000 -0.003 0.011
H -4.767957 -0.140053 3.247337 -0.002 0.007 0.003
H -5.063696 1.110914 2.044600 0.002 0.000 0.000
H -3.854984 1.421455 -0.094214 -0.019 0.004 0.022
H -2.237150 1.770303 -0.687257 0.023 0.013 0.009
H -3.565624 -0.903738 -0.359724 -0.002 -0.035 0.040
H -2.355973 -0.381585 -1.504681 0.024 -0.025 -0.015
H -0.331485 -6.113913 0.056891 0.000 0.004 -0.001
O 1.738851 1.512080 4.640239 -0.173 -0.054 -0.075
C 1.256561 1.674655 3.573851 0.410 0.288 0.033
O 0.108225 1.006304 3.178349 -0.295 -0.332 -0.112
C 1.754251 2.603763 2.514091 -0.082 -0.058 -0.013
C 2.199140 3.856692 2.899641 0.014 0.014 0.039
C 2.617759 4.778165 1.941609 0.013 0.007 -0.026
C 2.617035 4.443318 0.597495 -0.012 0.036 0.041
C 2.221477 3.170909 0.197698 -0.064 -0.048 0.031
C 1.782658 2.266592 1.154574 0.007 -0.030 -0.044
S 1.368554 0.635939 0.559090 -0.146 0.004 0.033
H 2.203339 4.111228 3.952106 -0.003 0.009 -0.008
H 2.947715 5.759677 2.255435 -0.006 -0.006 -0.005
H 2.942584 5.159856 -0.144731 -0.001 0.003 0.008
H 2.262944 2.887328 -0.847076 -0.009 0.009 0.011
C 5.563974 2.634564 -0.570734 0.021 -0.027 -0.030
C 5.291221 1.860296 -1.855233 -0.030 -0.006 0.033
C 5.350875 0.352614 -1.651434 0.084 0.067 -0.038
N 4.226852 -0.099944 -0.793196 0.087 0.095 0.060
C 4.264683 -0.406397 0.469160 -0.087 -0.025 -0.047
S 2.788833 -0.616562 1.445541 0.018 0.013 0.060
N 5.373327 -0.676705 1.148747 0.160 -0.145 -0.049
C 6.483586 -1.515236 0.552879 -0.093 0.166 -0.035
O 6.189618 -2.170479 -0.397413 0.025 -0.090 0.006
C 7.763825 -1.381676 1.228333 0.003 -0.008 0.123
C 8.024549 -0.363631 2.152461 -0.039 0.001 -0.009
C 9.270247 -0.279561 2.743266 0.039 -0.017 -0.007
C 10.253492 -1.209117 2.417261 -0.030 0.013 -0.004
C 9.999246 -2.218734 1.495028 0.044 0.019 0.029
C 8.758532 -2.307013 0.896121 -0.040 -0.058 -0.037
H 5.529367 3.708139 -0.750457 0.001 0.006 0.009
H 6.556889 2.400269 -0.182487 -0.002 0.008 -0.007
H 4.834165 2.409401 0.213227 0.034 -0.007 -0.014
H 6.046908 2.107225 -2.602745 -0.011 -0.016 -0.013
H 4.330376 2.139548 -2.300238 -0.002 0.010 0.015
H 6.294423 0.075069 -1.193163 -0.091 -0.003 0.000
H 5.267856 -0.198877 -2.586225 -0.004 -0.023 0.006
H 3.316781 -0.063494 -1.230155 -0.054 -0.019 -0.019
H 5.327422 -0.647871 2.159994 0.009 0.027 0.002
H 7.275196 0.381844 2.390479 0.016 0.005 0.012
H 9.482562 0.508241 3.452606 0.001 -0.006 -0.005
H 11.227322 -1.142077 2.884165 -0.007 -0.003 -0.003
H 10.771675 -2.933437 1.247228 -0.007 0.002 -0.001
H 8.540675 -3.085478 0.177134 0.010 0.001 0.005
```
Positions in Å, forces in eV/Å.

---

Question: charge of number 1 (C30H32N6O3S)?
Answer: 0

---

Question: Which value of charge does entry 1 give?
Answer: 0